# C22H24N4O4S

One molecule with the formula C22H24N4O4S at a distorted geometry (ωB97M-V with the def2-TZVPD basis set, the OMol25 dataset).

```
55
Properties=species:S:1:pos:R:3
S -0.22249 -4.07471 -0.01408
O -3.44165 -3.53850 -0.56339
O -4.43358 2.86665 -0.78799
O 1.95716 1.11231 -0.96845
O -2.65703 2.63982 1.43765
N 0.35715 -0.66167 1.63165
N -2.72947 -2.09341 1.05560
N 0.08685 -1.97242 1.68729
N 0.43263 -1.43655 -0.41387
C -4.14220 -0.75443 -0.44348
C -2.74937 0.28530 1.22092
C 5.85404 0.53424 0.39251
C -2.76008 -3.28642 0.40549
C -3.64122 3.94117 -0.33595
C -4.03834 1.64939 -0.28965
C -3.22829 -0.86366 0.60100
C -4.53291 0.49486 -0.88207
C 0.13358 -2.43522 0.46500
C 5.56496 0.84520 -0.93209
C -3.38576 3.81662 1.16548
C 3.48386 0.59457 0.87938
C 0.84574 1.04079 -0.10591
C 0.45899 -1.51717 -1.85291
C 7.27183 0.35833 0.84548
C -1.76099 -4.28940 0.96263
C -0.95176 -1.39663 -2.42380
C 0.55990 -0.33746 0.38385
C 3.21253 0.90779 -0.44433
C -3.15303 1.53851 0.78717
C 4.79738 0.41293 1.28154
C 4.26408 1.02934 -1.34988
H 7.87205 -0.10612 0.06621
H -4.19220 4.85297 -0.57077
H -2.67805 3.94677 -0.86582
H -2.09279 -2.01070 1.84142
H -1.41639 -0.46231 -2.11400
H 0.89860 -2.47889 -2.12984
H 4.99457 0.16790 2.31505
H 0.95779 1.69790 0.76416
H -4.34823 3.79242 1.69442
H -2.04611 0.23021 2.03764
H 2.69292 0.48024 1.60335
H -2.08668 -5.30720 0.75825
H -4.52585 -1.64094 -0.91754
H -0.90689 -1.42223 -3.50846
H 7.71355 1.32856 1.07553
H 1.09640 -0.71141 -2.22271
H 6.37020 0.94385 -1.64555
H 4.03650 1.27143 -2.37639
H -1.52131 -4.14893 2.01404
H -1.57861 -2.21874 -2.08612
H -2.78334 4.64682 1.53631
H -5.22783 0.59931 -1.69926
H 7.31961 -0.25554 1.74148
H -0.00035 1.39448 -0.70618
```

Properties
HOMO-LUMO gap: 8.613 eV
Energy above the lowest of the compared OMol25 structures with the same formula, charge and spin: 287.9 kJ/mol
LUMO energy: 0.61 eV
SMILES: CCn1c(COc2ccc(C)cc2)nnc1SCC(=O)Nc1ccc2c(c1)OCCO2
Total charge: 0
E_tot: -48189.199 eV
HOMO level: -7.999 eV